Entry 1:
Formula: C2H2F3O2S
Source: OMol25
Level of theory: wB97M-V/def2-TZVPD

Each line ends with the Löwdin charge.
Geometry (Å):
C  1.483  -0.069  -0.295  -0.422
C  -1.449  0.551  0.118  -0.630
O  1.788  -1.395  -0.697  -0.432
O  -0.018  -1.770  1.262  -0.531
F  -1.385  1.374  -0.969  -0.012
F  -2.762  0.207  0.155  -0.004
F  -1.312  1.397  1.184  -0.007
S  0.089  -1.159  -0.066  0.905
H  2.248  0.323  0.433  0.099
H  1.317  0.540  -1.125  0.032

**Energy above the lowest of the compared OMol25 structures with the same formula, charge and spin**: 82.5 kJ/mol
**Charge**: -1
**Calculated total energy**: -25187.651 eV
**HOMO-LUMO gap**: 7.68 eV
**Highest occupied orbital energy**: -3.601 eV
**Largest force on an atom**: 2.11 eV/A



Entry 2:
Formula: C37H51F5KN3O2S2SeSi3
Source: OMol25
Level of theory: wB97M-V/def2-TZVPD

Each line ends with the Löwdin charge.
Geometry (Å):
K  0.332  -0.142  1.024  0.548
S  -2.179  1.129  2.071  0.390
C  -3.371  0.122  1.302  -0.763
N  -4.332  0.758  0.437  -0.181
C  -5.343  -0.061  -0.166  -0.171
C  -5.760  -1.148  0.821  -0.169
N  -4.618  -1.946  1.148  -0.171
C  -4.601  -3.337  0.743  -0.197
C  -4.842  -3.504  -0.732  -0.210
C  -6.066  -3.951  -1.230  -0.069
C  -6.296  -4.034  -2.597  -0.117
C  -5.302  -3.667  -3.494  -0.126
C  -4.078  -3.219  -3.008  -0.100
C  -3.853  -3.132  -1.644  -0.032
C  -3.424  -1.244  1.494  -0.819
S  -2.142  -2.175  2.207  0.342
C  -4.573  2.171  0.458  -0.207
C  -4.574  2.807  -0.905  -0.190
C  -3.961  2.196  -1.996  -0.036
C  -3.969  2.801  -3.245  -0.099
C  -4.575  4.036  -3.426  -0.128
C  -5.173  4.664  -2.341  -0.118
C  -5.174  4.051  -1.097  -0.058
H  -4.969  -0.561  -1.073  0.111
H  -6.195  0.564  -0.456  0.117
H  -6.547  -1.774  0.396  0.104
H  -6.151  -0.666  1.731  0.121
H  -5.348  -3.906  1.318  0.112
H  -3.608  -3.696  1.021  0.035
H  -6.845  -4.240  -0.533  0.100
H  -7.255  -4.386  -2.964  0.086
H  -5.478  -3.733  -4.561  0.084
H  -3.295  -2.938  -3.703  0.093
H  -2.903  -2.774  -1.262  0.117
H  -3.755  2.591  1.061  0.047
H  -5.522  2.423  0.971  0.119
H  -3.470  1.242  -1.852  0.115
H  -3.496  2.303  -4.083  0.094
H  -4.582  4.506  -4.403  0.084
H  -5.642  5.634  -2.466  0.086
H  -5.641  4.544  -0.251  0.103
N  2.705  -0.765  4.325  0.194
C  2.843  -1.308  3.099  -0.556
O  1.978  -1.195  2.248  -0.169
C  4.115  -2.103  2.855  -0.177
C  4.124  -2.689  1.451  -0.395
H  1.877  -0.223  4.518  0.131
H  3.432  -0.821  5.012  0.106
H  4.187  -2.897  3.601  0.110
H  4.964  -1.426  2.983  0.112
H  4.971  -3.351  1.296  0.068
H  4.134  -1.895  0.709  0.048
C  1.001  -0.280  -2.345  -0.154
O  1.326  0.455  -1.190  -0.427
Si  1.468  2.141  -1.179  0.277
C  -0.300  2.788  -1.364  -0.152
C  2.294  2.635  -2.836  -0.165
C  2.356  2.486  0.371  -0.430
Si  1.925  4.068  1.186  0.360
C  0.139  4.210  1.809  -0.188
C  2.982  4.409  2.741  -0.201
C  2.181  5.612  0.077  -0.195
Si  4.119  2.031  0.365  0.371
C  4.761  1.537  2.103  -0.188
C  5.401  3.356  -0.173  -0.200
C  4.555  0.555  -0.762  -0.187
H  1.721  -0.092  -3.150  0.075
H  0.002  -0.028  -2.720  0.084
H  1.021  -1.348  -2.108  0.083
H  -0.751  2.439  -2.297  0.021
H  -0.330  3.881  -1.375  0.026
H  -0.932  2.448  -0.536  0.011
H  1.663  2.433  -3.707  0.018
H  3.240  2.101  -2.971  0.006
H  2.520  3.704  -2.830  0.020
H  -0.164  3.315  2.358  -0.002
H  -0.565  4.320  0.981  0.012
H  0.014  5.074  2.469  0.019
H  2.915  3.563  3.430  0.018
H  2.638  5.303  3.267  0.015
H  4.039  4.549  2.492  0.002
H  1.536  5.539  -0.804  0.008
H  3.216  5.651  -0.280  0.007
H  1.957  6.555  0.584  0.012
H  5.109  2.412  2.656  0.010
H  5.593  0.826  2.043  0.010
H  3.955  1.081  2.680  0.001
H  5.321  4.239  0.470  0.003
H  5.207  3.679  -1.200  0.015
H  6.434  2.996  -0.120  0.013
H  3.737  -0.171  -0.780  0.010
H  5.464  0.044  -0.431  0.016
H  4.718  0.886  -1.791  0.013
F  4.743  -9.338  0.380  0.129
C  4.316  -8.093  0.510  -0.149
C  4.683  -7.334  1.607  -0.151
F  5.504  -7.863  2.518  0.112
C  4.214  -6.049  1.744  -0.240
F  4.588  -5.354  2.820  0.089
C  3.385  -5.444  0.799  -0.363
Se  2.497  -3.767  1.103  1.187
C  3.019  -6.248  -0.281  -0.249
F  2.208  -5.749  -1.208  0.094
C  3.471  -7.538  -0.439  -0.151
F  3.131  -8.262  -1.502  0.122

**Energy above the lowest of the compared OMol25 structures with the same formula, charge and spin**: 73.6 kJ/mol
**Charge**: -2
**Calculated total energy**: -188328.577 eV
**HOMO-LUMO gap**: 2.37 eV
**Highest occupied orbital energy**: 0.715 eV
**Largest force on an atom**: 1.58 eV/A



Entry 3:
Formula: C80H181N11O14
Source: OMol25
Level of theory: wB97M-V/def2-TZVPD

Each line ends with the Löwdin charge.
Geometry (Å):
C  4.624  3.112  4.049  -0.021
C  3.200  2.788  4.582  -0.485
C  2.618  1.598  3.865  -0.042
C  3.303  2.535  6.132  -0.114
C  3.466  3.802  6.969  -0.179
C  2.314  4.741  6.665  -0.127
C  2.281  5.131  5.149  -0.491
C  0.981  5.897  4.967  -0.032
C  3.417  6.159  4.929  -0.019
N  2.219  3.884  4.322  -0.060
O  2.224  4.216  2.939  -0.068
H  4.527  3.604  3.057  0.077
H  5.296  3.694  4.675  0.068
H  5.184  2.195  3.755  0.093
H  3.162  0.632  3.864  0.086
H  1.575  1.375  4.160  0.082
H  2.551  1.963  2.852  0.057
H  2.317  2.072  6.480  0.139
H  4.063  1.842  6.381  0.102
H  3.417  3.580  7.991  0.094
H  4.446  4.193  6.736  0.099
H  2.384  5.652  7.119  0.078
H  1.415  4.223  6.979  0.125
H  0.175  5.218  5.011  0.055
H  0.910  6.457  4.045  0.062
H  0.919  6.628  5.829  0.112
H  3.227  6.993  5.596  0.088
H  3.338  6.504  3.869  0.081
H  4.433  5.710  4.996  0.078
H  3.067  4.692  2.735  0.082
C  -3.305  -1.052  5.162  -0.062
C  -2.703  0.316  4.949  -0.486
C  -1.237  0.266  5.398  -0.009
C  -2.988  0.539  3.445  -0.140
C  -2.892  1.956  2.980  -0.190
C  -3.870  2.763  3.767  -0.143
C  -3.511  2.742  5.220  -0.561
C  -2.238  3.405  5.512  -0.039
C  -4.667  3.376  6.017  -0.033
N  -3.624  1.313  5.634  -0.052
O  -3.356  1.148  7.056  -0.044
H  -4.391  -1.173  5.067  0.087
H  -2.912  -1.729  4.376  0.077
H  -2.961  -1.380  6.170  0.094
H  -1.133  0.163  6.463  0.078
H  -0.789  -0.662  4.996  0.096
H  -0.784  1.179  5.133  0.034
H  -2.207  -0.037  2.879  0.134
H  -3.943  0.136  3.248  0.076
H  -1.873  2.364  2.974  0.104
H  -3.048  1.973  1.882  0.101
H  -4.870  2.359  3.620  0.127
H  -3.878  3.836  3.450  0.141
H  -1.392  2.937  4.985  0.068
H  -1.936  3.396  6.573  0.106
H  -2.365  4.397  5.173  0.076
H  -4.829  4.423  5.822  0.075
H  -4.473  3.219  7.135  0.101
H  -5.617  2.880  5.792  0.085
H  -4.237  1.108  7.431  0.090
C  -7.452  -1.950  2.091  -0.030
C  -6.245  -1.880  1.131  -0.490
C  -6.084  -0.385  0.786  -0.014
C  -4.963  -2.483  1.744  -0.140
C  -4.959  -3.955  1.850  -0.220
C  -5.341  -4.642  0.599  -0.134
C  -6.686  -4.146  0.040  -0.504
C  -6.909  -4.684  -1.362  -0.040
C  -7.912  -4.644  0.855  -0.032
N  -6.519  -2.674  -0.078  -0.097
O  -7.627  -2.073  -0.746  -0.045
H  -7.485  -2.915  2.561  0.046
H  -7.437  -1.299  2.938  0.076
H  -8.404  -1.839  1.535  0.095
H  -6.970  0.108  0.574  0.056
H  -5.550  0.074  1.674  0.093
H  -5.345  -0.302  -0.032  0.081
H  -4.030  -2.144  1.156  0.140
H  -4.819  -2.007  2.712  0.094
H  -3.941  -4.229  2.097  0.108
H  -5.652  -4.291  2.653  0.122
H  -5.486  -5.700  0.767  0.125
H  -4.510  -4.347  -0.077  0.133
H  -6.688  -5.733  -1.312  0.080
H  -6.289  -4.165  -2.102  0.053
H  -7.965  -4.449  -1.736  0.112
H  -8.226  -5.632  0.509  0.080
H  -8.775  -3.941  0.767  0.095
H  -7.632  -4.701  1.918  0.063
H  -7.147  -1.537  -1.438  0.126
C  1.833  -4.269  -1.755  -0.041
C  3.191  -4.993  -1.912  -0.471
C  4.212  -3.873  -1.708  -0.048
C  3.374  -6.021  -0.790  -0.119
C  2.612  -7.333  -1.022  -0.165
C  2.994  -7.852  -2.394  -0.147
C  2.733  -6.891  -3.541  -0.543
C  3.346  -7.514  -4.793  -0.041
C  1.285  -6.707  -3.888  -0.027
N  3.518  -5.705  -3.197  -0.104
O  3.749  -4.826  -4.219  -0.013
H  1.844  -3.447  -1.079  0.054
H  1.492  -3.724  -2.692  0.088
H  1.022  -4.878  -1.402  0.068
H  4.054  -2.998  -2.323  0.057
H  4.183  -3.516  -0.698  0.077
H  5.174  -4.278  -1.961  0.088
H  4.470  -6.211  -0.583  0.145
H  2.936  -5.427  0.013  0.102
H  2.830  -8.129  -0.355  0.098
H  1.556  -7.194  -0.935  0.093
H  2.473  -8.798  -2.695  0.135
H  4.078  -8.139  -2.404  0.137
H  4.402  -7.524  -4.659  0.081
H  3.094  -6.873  -5.687  0.088
H  2.977  -8.456  -5.102  0.071
H  1.030  -5.813  -4.400  0.058
H  0.632  -6.767  -3.005  0.076
H  0.996  -7.571  -4.550  0.106
H  2.941  -4.422  -4.549  0.059
C  -0.521  5.138  0.996  -0.027
C  -0.620  6.473  0.228  -0.479
C  -1.989  7.131  0.123  -0.030
C  0.427  7.466  0.915  -0.107
C  1.844  6.922  0.751  -0.185
C  2.211  6.683  -0.725  -0.114
C  1.197  5.855  -1.547  -0.476
C  1.311  6.275  -3.029  -0.027
C  1.464  4.371  -1.427  -0.039
N  -0.181  6.301  -1.179  -0.074
O  -1.157  5.471  -1.777  -0.057
H  0.477  4.776  0.981  0.027
H  -0.739  5.238  2.094  0.106
H  -1.229  4.301  0.674  0.089
H  -2.121  7.960  -0.622  0.106
H  -2.727  6.337  -0.177  0.064
H  -2.333  7.439  1.156  0.100
H  0.327  8.463  0.456  0.122
H  0.172  7.516  1.998  0.111
H  2.618  7.546  1.190  0.107
H  1.913  5.948  1.267  0.076
H  3.169  6.178  -0.794  0.116
H  2.256  7.664  -1.219  0.118
H  1.091  7.317  -3.132  0.079
H  0.644  5.590  -3.508  0.053
H  2.260  6.050  -3.525  0.091
H  2.114  4.154  -0.645  0.052
H  1.878  3.945  -2.363  0.084
H  0.568  3.775  -1.301  0.052
H  -1.076  4.592  -1.406  0.053
C  7.903  1.206  -3.917  -0.042
C  7.056  0.467  -2.854  -0.503
C  6.824  -0.932  -3.455  -0.035
C  7.811  0.353  -1.552  -0.145
C  6.927  0.089  -0.355  -0.192
C  5.735  1.006  -0.272  -0.133
C  4.852  1.033  -1.549  -0.494
C  3.951  -0.138  -1.636  -0.034
C  3.923  2.257  -1.460  -0.050
N  5.845  1.344  -2.637  -0.045
O  5.096  1.490  -3.895  -0.037
H  7.608  0.855  -4.938  0.099
H  7.869  2.273  -3.754  0.082
H  8.937  1.004  -3.794  0.068
H  6.182  -0.931  -4.329  0.072
H  7.730  -1.426  -3.813  0.085
H  6.332  -1.647  -2.688  0.097
H  8.519  -0.426  -1.635  0.112
H  8.232  1.331  -1.301  0.129
H  6.611  -0.935  -0.265  0.101
H  7.584  0.290  0.506  0.119
H  6.074  2.032  -0.072  0.126
H  5.087  0.667  0.534  0.116
H  3.117  -0.091  -0.952  0.079
H  4.508  -1.064  -1.392  0.065
H  3.573  -0.331  -2.627  0.072
H  3.065  2.150  -2.117  0.052
H  4.346  3.220  -1.691  0.088
H  3.480  2.325  -0.473  0.071
H  5.675  2.145  -4.308  0.084
C  -4.004  6.396  -3.601  -0.066
O  -4.460  5.635  -2.438  -0.188
C  -3.995  4.333  -2.492  -0.275
C  -3.954  3.765  -1.096  -0.441
C  -3.534  2.352  -1.168  -0.065
N  -5.244  3.969  -0.369  0.061
H  -2.928  6.346  -3.693  0.068
H  -4.262  7.480  -3.393  0.102
H  -4.569  6.020  -4.485  0.088
H  -4.550  3.638  -3.140  0.124
H  -2.926  4.366  -2.893  0.116
H  -3.174  4.385  -0.499  0.127
H  -3.110  1.974  -0.198  0.070
H  -2.745  2.307  -1.998  0.078
H  -4.336  1.676  -1.504  0.071
H  -5.998  3.899  -1.029  0.061
H  -5.402  4.852  0.092  0.061
C  0.290  1.527  0.840  -0.101
O  -0.624  0.793  0.078  -0.191
C  -0.359  -0.602  0.001  -0.186
C  -1.316  -1.249  -0.945  -0.430
C  -1.171  -2.697  -1.056  -0.041
N  -1.445  -0.649  -2.293  0.108
H  0.138  1.312  1.920  0.088
H  0.103  2.628  0.654  0.077
H  1.329  1.349  0.622  0.066
H  0.680  -0.663  -0.322  0.121
H  -0.349  -0.970  0.957  0.074
H  -2.308  -1.078  -0.478  0.141
H  -0.168  -2.935  -1.521  0.071
H  -1.940  -3.032  -1.717  0.059
H  -1.312  -3.160  -0.054  0.090
H  -1.604  0.347  -2.368  0.052
H  -0.558  -0.826  -2.726  0.047
C  -2.870  -5.919  -3.268  -0.147
O  -3.430  -4.725  -2.830  -0.203
C  -4.055  -4.163  -4.004  -0.200
C  -4.693  -2.802  -3.687  -0.213
N  -3.812  -1.709  -4.025  -0.038
C  -4.440  -0.342  -4.212  -0.160
C  -3.630  0.551  -5.119  -0.226
O  -4.085  1.887  -4.917  -0.195
C  -3.521  2.785  -5.885  -0.080
H  -3.647  -6.599  -3.600  0.081
H  -2.302  -6.418  -2.465  0.087
H  -2.094  -5.690  -4.081  0.103
H  -4.826  -4.847  -4.387  0.122
H  -3.333  -3.949  -4.774  0.104
H  -4.952  -2.809  -2.631  0.091
H  -5.637  -2.651  -4.149  0.104
H  -3.037  -1.603  -3.420  0.039
H  -4.581  0.198  -3.245  0.110
H  -5.390  -0.503  -4.676  0.103
H  -3.818  0.245  -6.125  0.112
H  -2.568  0.446  -4.959  0.099
H  -3.977  2.689  -6.833  0.074
H  -2.474  2.707  -5.960  0.070
H  -3.764  3.791  -5.558  0.071
C  2.288  -4.441  -7.276  -0.085
O  1.839  -3.610  -6.183  -0.251
C  0.640  -2.912  -6.499  -0.212
C  0.147  -2.277  -5.146  -0.166
N  1.200  -1.441  -4.467  -0.026
C  1.608  -0.255  -5.330  -0.159
C  1.374  1.017  -4.534  -0.272
O  0.030  1.310  -4.398  -0.184
C  -0.183  2.429  -3.543  -0.093
H  1.664  -5.338  -7.404  0.092
H  3.304  -4.671  -7.060  0.072
H  2.260  -3.891  -8.255  0.099
H  -0.100  -3.586  -6.960  0.119
H  0.939  -2.127  -7.299  0.134
H  -0.085  -3.123  -4.499  0.092
H  -0.801  -1.662  -5.317  0.131
H  2.057  -1.933  -4.359  0.063
H  1.092  -0.243  -6.283  0.106
H  2.699  -0.140  -5.445  0.120
H  1.939  1.902  -5.009  0.147
H  1.863  0.907  -3.542  0.102
H  0.241  3.364  -3.966  0.096
H  0.162  2.311  -2.561  0.047
H  -1.282  2.561  -3.500  0.077
C  -0.620  -3.736  2.815  -0.148
O  0.496  -3.303  3.468  -0.191
C  1.619  -3.069  2.598  -0.203
C  2.850  -2.606  3.340  -0.160
N  3.462  -3.759  4.141  -0.026
C  4.138  -3.247  5.295  -0.236
C  4.755  -4.344  6.188  -0.259
O  3.732  -5.229  6.502  -0.201
C  4.112  -6.290  7.368  -0.105
H  -0.396  -4.549  2.160  0.082
H  -1.117  -2.873  2.291  0.085
H  -1.290  -4.021  3.601  0.085
H  1.250  -2.290  1.905  0.111
H  1.753  -3.930  1.950  0.112
H  2.561  -1.765  4.017  0.116
H  3.517  -2.287  2.573  0.098
H  2.664  -4.301  4.367  0.083
H  3.444  -2.828  6.049  0.122
H  4.930  -2.506  5.103  0.127
H  5.160  -3.841  7.045  0.113
H  5.530  -4.856  5.652  0.112
H  3.300  -7.059  7.363  0.096
H  4.106  -5.933  8.431  0.086
H  5.176  -6.608  7.165  0.099

**Energy above the lowest of the compared OMol25 structures with the same formula, charge and spin**: 798.7 kJ/mol
**Structure (SMILES)**: CC1(C)CCCC(C)(C)N1O.CC1(C)CCCC(C)(C)N1O.CC1(C)CCCC(C)(C)N1O.CC1(C)CCCC(C)(C)N1O.CC1(C)CCCC(C)(C)N1O.CC1(C)CCCC(C)(C)N1O.COC[C@H](C)N.COC[C@H](C)N.COCCNCCOC.COCCNCCOC.COCCNCCOC
**Calculated total energy**: -130936.459 eV
**HOMO-LUMO gap**: 8.48 eV
**Highest occupied orbital energy**: -8.082 eV
**Largest force on an atom**: 4.07 eV/A